1.
{
  "formula": "C4H26N2O8S",
  "method": "wB97M-V/def2-TZVPD",
  "homo_energy_ev": -9.0,
  "e_tot_ha": -1277.5920,
  "homo_lumo_gap_ev": 9.265,
  "smiles": "NC[C@@H](CS)NCO.O.O.O.O.O.O.O",
  "largest_force_ha_per_bohr": 0.0340,
  "total_charge": 0,
  "multiplicity": 1,
  "species": ["N", "C", "C", "C", "S", "N", "C", "O", "H", "H", "H", "H", "H", "H", "H", "H", "H", "H", "H", "H", "O", "H", "H", "O", "H", "H", "O", "H", "H", "O", "H", "H", "O", "H", "H", "O", "H", "H", "O", "H", "H"],
  "xyz": [[1.191896, 0.398071, -0.064414], [1.359506, -0.765364, -0.975453], [0.018847, -1.446061, -1.280161], [-0.568361, -1.279644, -2.674133], [-1.080817, 0.457471, -2.981166], [0.127741, -2.922908, -1.107248], [-0.217084, -3.357792, 0.276369], [-1.439023, -2.771858, 0.646261], [0.605162, 1.107398, -0.503972], [2.099604, 0.834736, 0.000401], [1.827630, -0.420407, -1.905773], [2.054631, -1.432523, -0.464912], [-0.714285, -1.094249, -0.559886], [0.097768, -1.651340, -3.449006], [-1.464101, -1.893859, -2.708822], [-1.353638, 0.399742, -4.290573], [1.042826, -3.239625, -1.384696], [0.479230, -2.938629, 1.013200], [-0.325122, -4.442210, 0.263952], [-2.189318, -3.190488, 0.235291], [-1.109846, 3.166757, 2.502134], [-0.896822, 2.490947, 3.177487], [-1.573550, 2.624790, 1.869570], [1.315388, 4.240694, 1.145229], [0.543266, 3.781000, 1.554147], [1.019614, 5.044607, 0.667630], [-1.081614, -0.331689, 2.223303], [-0.860290, -1.050454, 1.619471], [-0.280725, 0.213314, 2.040189], [-1.723879, 0.858077, 4.638961], [-1.629260, 0.389517, 3.780210], [-2.576644, 1.304590, 4.666596], [3.042018, 0.977839, -2.564921], [3.953732, 0.907911, -2.903185], [2.922441, 1.549373, -1.789026], [-3.864981, -1.757189, -0.317972], [-3.639255, -0.833127, -0.198488], [-4.740320, -1.816924, -0.725005], [3.342960, 2.466968, -0.143697], [3.867097, 2.834975, 0.550765], [2.417560, 2.587571, 0.121334]],
  "forces_ev_per_a": [[-0.314, -0.068, -0.054], [-0.400, 0.896, -0.445], [0.684, -1.107, 0.218], [-0.471, 0.302, -0.245], [0.264, 0.014, 0.279], [-1.047, 0.173, 0.802], [-0.234, 0.863, -1.174], [0.469, 0.125, 0.712], [-0.070, -0.231, -0.131], [0.207, -0.183, 0.312], [-0.106, -0.464, 0.225], [-0.154, -0.226, -0.047], [-0.130, 0.027, -0.005], [0.255, 0.219, -0.008], [-0.015, -0.027, 0.044], [0.069, -0.186, 0.025], [0.219, -0.149, 0.060], [0.216, -0.563, 0.062], [0.565, -0.033, 0.271], [-0.448, -0.079, -0.449], [0.581, -0.528, 0.502], [-0.089, 0.549, 0.140], [-0.447, -0.133, -0.610], [-0.337, -0.058, -0.246], [0.246, 0.864, -0.288], [-0.043, -0.967, 0.626], [1.391, 0.912, -0.535], [-0.801, -0.675, 0.052], [-0.595, -0.125, 0.239], [0.344, 0.153, -0.345], [-0.420, 0.019, 0.563], [0.061, -0.215, -0.215], [0.021, -0.245, -0.866], [-0.646, 0.620, 0.875], [1.201, -0.027, -0.489], [-0.227, -0.579, -0.129], [-0.136, 0.155, -0.076], [0.326, 0.334, 0.148], [-0.741, -0.581, -0.740], [0.384, 0.452, 0.680], [0.366, 0.774, 0.262]],
  "lowdin_charge": [0.020, -0.220, -0.418, -0.498, 0.693, -0.017, -0.245, -0.087, 0.063, 0.021, 0.077, 0.117, 0.102, 0.082, 0.064, -0.159, 0.104, 0.123, 0.122, 0.074, -0.050, 0.037, 0.036, -0.083, 0.012, 0.062, -0.069, 0.005, 0.047, -0.078, -0.010, 0.039, -0.084, 0.062, 0.000, -0.046, 0.041, 0.051, -0.056, 0.049, 0.015]
}

2.
{
  "formula": "C4H27NO10",
  "method": "wB97M-V/def2-TZVPD",
  "homo_energy_ev": -9.8,
  "e_tot_ha": -975.7351,
  "homo_lumo_gap_ev": 9.888,
  "largest_force_ha_per_bohr": 0.1043,
  "total_charge": 0,
  "de_lowest_kcal_mol": 34.3,
  "multiplicity": 1,
  "species": ["C", "N", "C", "C", "C", "O", "H", "H", "H", "H", "H", "H", "H", "H", "H", "H", "H", "O", "H", "H", "O", "H", "H", "O", "H", "H", "O", "H", "H", "O", "H", "H", "O", "H", "H", "O", "H", "H", "O", "H", "H", "O"],
  "xyz": [[1.909591, -1.107484, -1.022434], [1.643907, -0.472998, 0.100115], [1.891608, 0.977037, 0.263896], [3.006222, 1.122154, 1.337227], [2.433525, 0.849513, 2.733556], [2.110940, -0.551234, -2.106816], [1.786388, -2.193791, -1.004371], [1.232497, -0.900279, 0.925295], [2.322421, 1.305580, -0.665256], [1.004561, 1.418864, 0.711306], [3.858305, 0.507249, 1.055501], [3.343788, 2.158370, 1.198583], [2.173395, 1.755363, 3.281185], [3.099611, 0.290803, 3.366900], [1.480651, 0.381947, 2.494496], [-3.363000, -0.421268, -2.060623], [-1.879144, -0.107899, -2.192543], [-2.616755, -0.077117, -1.556622], [-2.234149, 0.265351, -0.417726], [-2.408862, 1.716770, 0.024446], [-2.316525, 0.825312, 0.380558], [0.429783, -1.017447, -2.768015], [-0.082017, -2.377019, -3.391752], [-0.353642, -1.541322, -2.989526], [-3.019843, -2.285387, 0.564932], [-2.121614, -2.889310, -0.465301], [-2.099386, -2.614018, 0.457897], [0.456072, -2.582961, 2.414050], [-0.260906, -2.794779, 1.048461], [0.554674, -2.972099, 1.543028], [-1.534417, 2.510200, -2.314781], [0.020644, 2.406870, -2.450203], [-0.708441, 2.681991, -1.856691], [-1.238443, 1.250361, 3.601694], [-1.466422, 0.704097, 2.250990], [-0.763473, 1.133112, 2.768362], [1.820400, 1.860249, -2.403711], [1.887526, 1.185463, -3.871865], [1.647639, 1.952078, -3.340565], [-3.753795, -0.199669, 0.915960], [-3.780860, -1.114944, 2.173470], [-4.112454, -1.037710, 1.266894]],
  "forces_ev_per_a": [[-1.111, -0.492, -0.507], [-0.157, 1.340, 0.863], [1.218, -1.703, 1.350], [-0.152, 1.198, -0.627], [-0.132, 0.493, -0.850], [0.609, 0.165, -0.041], [0.125, -0.147, 0.420], [0.434, -0.766, -0.593], [-0.582, 0.592, -0.330], [-0.234, 0.511, -0.894], [-0.028, -0.254, 0.136], [0.132, -0.087, 0.427], [0.043, 0.135, -0.203], [0.022, -0.568, 0.153], [0.023, -0.504, 1.058], [-0.136, -0.102, 0.270], [0.019, -0.348, 0.125], [-0.394, -1.546, -5.121], [0.070, 0.228, 1.284], [0.222, -0.057, 0.264], [0.255, 1.574, 3.176], [0.491, -0.325, -0.227], [0.189, 0.474, 0.147], [-0.814, -0.042, -0.061], [0.472, 0.312, 0.532], [0.416, -0.106, -0.049], [-0.503, -0.275, -0.631], [-0.279, -0.019, 0.082], [-0.295, -0.004, 0.422], [0.440, 0.109, -0.357], [0.123, 0.018, -0.241], [-0.638, 0.163, -0.098], [0.299, -0.161, 0.122], [0.469, 0.226, 0.160], [0.375, 0.296, -0.773], [-0.832, -0.411, 0.463], [0.586, -0.959, -0.182], [0.155, -0.189, 0.926], [-0.669, 1.216, -0.763], [0.353, 0.035, 0.237], [-0.131, 0.172, -0.329], [-0.454, -0.191, 0.262]],
  "lowdin_charge": [-0.345, 0.068, -0.147, -0.222, -0.093, -0.057, 0.139, 0.107, 0.091, 0.118, 0.106, 0.105, 0.077, 0.066, 0.027, 0.117, 0.078, 0.026, -0.124, 0.057, -0.095, -0.007, 0.055, -0.059, 0.014, 0.045, -0.073, 0.038, -0.004, -0.063, 0.027, 0.000, -0.062, 0.043, 0.006, -0.067, 0.001, 0.052, -0.052, 0.015, 0.060, -0.069]
}